Here is C27H20Cl5CoN3O7 as an isolated structure from the Open Molecules 2025 dataset. Energies are from wB97M-V/def2-TZVPD.

The geometry in ORCA input format:
```
! wB97M-V def2-TZVPD RIJCOSX def2/J DEFGRID3
* xyz -2 2
Co -0.2536 1.8385 0.4501
O -2.9488 -0.0250 -1.2052
C -3.6268 -0.0483 0.0247
C -2.7565 -0.1121 1.2774
N -2.0086 1.1057 1.6399
C -2.8657 2.2835 1.5749
C -2.8230 2.9440 0.1837
O -3.7562 3.6668 -0.1449
O -1.7801 2.6966 -0.5185
C -1.2897 0.9025 2.8980
C 0.1494 0.3750 2.7367
O 0.6128 -0.3498 3.6063
O 0.8062 0.8606 1.7494
H -2.4112 0.7873 -1.2263
H -4.2156 -0.9721 0.0209
H -4.3426 0.7810 0.0829
H -2.0507 -0.9350 1.2008
H -3.4528 -0.3351 2.1106
H -2.5175 3.0332 2.2877
H -3.9108 2.0560 1.8227
H -1.8445 0.2674 3.6001
H -1.1526 1.8827 3.3560
Cl -1.0675 4.2462 3.6693
C 0.0027 4.6622 2.3312
C 0.2631 3.7457 1.3216
C 1.1876 4.2298 0.3913
Cl 1.5611 3.1542 -0.9261
C 1.7892 5.4820 0.4113
Cl 2.9274 5.9618 -0.8056
C 1.4559 6.3630 1.4330
Cl 2.1582 7.9472 1.4892
C 0.5551 5.9463 2.3998
Cl 0.1422 7.0501 3.6793
O 0.6710 1.2970 -2.8316
C 0.5743 0.3106 -2.1301
N 0.9703 -0.9433 -2.5848
C 0.9075 -1.9042 -1.5266
C 0.1563 -1.0700 -0.4561
O -0.2302 -1.6158 0.5589
N 0.0762 0.2250 -0.8401
C 0.0848 -3.1317 -1.8676
C 0.0725 -4.2175 -0.9955
C -0.7163 -5.3236 -1.2615
C -1.5071 -5.3607 -2.4040
C -1.5066 -4.2775 -3.2680
C -0.7168 -3.1670 -2.9987
C 2.2989 -2.2506 -1.0076
C 3.0767 -3.1772 -1.6953
C 4.3814 -3.4398 -1.3053
C 4.9205 -2.7780 -0.2108
C 4.1465 -1.8610 0.4855
C 2.8412 -1.5945 0.0957
H 1.6512 -0.9796 -3.3240
H 0.6708 -4.1758 -0.0961
H -0.7217 -6.1554 -0.5688
H -2.1281 -6.2236 -2.6107
H -2.1331 -4.2842 -4.1505
H -0.7350 -2.3061 -3.6526
H 2.6481 -3.7077 -2.5380
H 4.9729 -4.1640 -1.8526
H 5.9379 -2.9820 0.1017
H 4.5510 -1.3467 1.3471
H 2.2490 -0.8869 0.6662
*
```

Computed properties:
LUMO energy (spin up / spin down): 4.1 / 4.1 eV
Orbital gap (spin up / spin down): 6.66 / 7.19 eV
⟨S²⟩: 0.78
HOMO (spin up / spin down): -0.0940 / -0.1133 Eh

Here is C27H21Br2F3N8SSe4Ta as an isolated structure in a non-equilibrium geometry from the Open Molecules 2025 dataset. Energies are from wB97M-V/def2-TZVPD.

The geometry in ORCA input format:
```
! wB97M-V def2-TZVPD RIJCOSX def2/J DEFGRID3
* xyz 1 1
Ta -0.5361 0.2817 -0.0017
Br 6.5167 0.1777 0.3554
C 4.6419 0.2389 0.2839
C 3.8802 -0.7135 0.9462
C 2.5110 -0.6090 0.8686
N 1.8642 0.3539 0.2024
C 2.6085 1.2662 -0.4475
C 3.9981 1.2368 -0.4262
C 1.8707 2.3179 -1.1817
C 2.5079 3.3607 -1.8379
C 1.7282 4.3302 -2.4515
Br 2.5449 5.7797 -3.3220
C 0.3492 4.2317 -2.3908
C -0.1992 3.1626 -1.7102
N 0.5368 2.2146 -1.1241
H 4.3326 -1.5102 1.5172
H 1.8963 -1.3451 1.3670
H 4.5749 1.9817 -0.9485
H 3.5819 3.4441 -1.8642
H -0.2901 4.9694 -2.8519
H -1.2718 3.0562 -1.6219
Se -2.3313 -1.5261 0.4364
Se -3.7731 -1.1755 -1.3737
Se -2.2090 -1.5597 -3.0355
Se -0.9638 0.3718 -2.5550
F 1.3155 -5.9804 -3.8875
C 2.2803 -5.3196 -3.2362
F 3.2003 -4.9427 -4.1298
F 2.8609 -6.1838 -2.3883
C 1.7105 -4.1445 -2.4814
C 0.7417 -4.3612 -1.5184
C 0.2282 -3.2685 -0.8414
N 0.6355 -2.0117 -1.0378
C 1.5585 -1.8272 -1.9873
C 2.1216 -2.8463 -2.7326
H 0.3659 -5.3529 -1.3105
H -0.5970 -3.4026 -0.1569
H 1.8439 -0.8041 -2.1933
H 2.8551 -2.6245 -3.4936
S -1.7120 1.9020 0.7692
C -0.5152 -2.6482 2.8361
C -0.0973 -1.2447 3.0941
N 0.0299 -0.2647 2.2064
C 0.5477 0.8226 2.8995
C 0.7190 0.4904 4.1951
N 0.3097 -0.8196 4.3089
C 0.4903 -1.5922 5.5287
N 1.8749 -1.6521 5.8806
N 2.3000 -0.9678 6.9807
N 3.5515 -1.0979 7.1055
C 4.0261 -1.8706 6.0709
C 5.3241 -2.2853 5.7772
C 5.4919 -3.0798 4.6651
C 4.3994 -3.4566 3.8655
C 3.1099 -3.0448 4.1345
C 2.9428 -2.2398 5.2599
H -0.4029 -2.8869 1.7825
H -1.5597 -2.8112 3.1045
H 0.0972 -3.3451 3.4048
H 0.7337 1.7697 2.4282
H 1.0957 1.0439 5.0368
H 0.0531 -2.5803 5.4001
H -0.0074 -1.0789 6.3509
H 6.1524 -1.9937 6.4070
H 6.4782 -3.4360 4.4026
H 4.5791 -4.1154 3.0252
H 2.2845 -3.3665 3.5152
*
```

Computed properties:
LUMO energy: -4.2 eV
Orbital gap: 5.99 eV
HOMO: -0.3739 Eh

Values of relative energy (zero: lowest compared OMol25 entry of this formula, charge and spin), in order: 0.5722 0.0732, all in eV.